# 1
Entry from OMol25: C5H8N2O2 in the gas phase (ωB97M-V with the def2-TZVPD basis set).

Summary:
**E_LUMO**: 0.7517 eV
**Net charge**: 0
**Structure (SMILES)**: C=C(C(=O)O)/C(N)=C/N
**Relative energy (zero: lowest compared OMol25 entry of this formula, charge and spin)**: 1.9575 eV

Each atom is followed by the atoms it is bonded to, with distances in Å.
Cartesian coordinates (Å):
1 C 1.682 0.342 0.368  C3 1.503, O8 1.355, O9 1.221
2 C -0.712 -0.051 -0.103  C3 1.460, N4 1.381, C6 1.364
3 C 0.290 0.910 0.349  C1 1.503, C2 1.460, C7 1.341
4 N -1.989 -0.032 0.425  C2 1.381, H11 1.013, H12 1.018
5 N -0.955 -2.329 -0.925  C6 1.388, H13 1.020, H14 1.019
6 C -0.246 -1.146 -0.768  C2 1.364, N5 1.388, H15 1.089
7 C 0.095 2.190 0.695  C3 1.341, H16 1.087, H17 1.083
8 O 2.484 0.960 -0.532  C1 1.355, H10 0.978
9 O 2.125 -0.462 1.173  C1 1.221
10 H 3.362 0.567 -0.355  O8 0.978
11 H -2.306 0.887 0.711  N4 1.013
12 H -2.631 -0.567 -0.155  N4 1.018
13 H -1.566 -2.475 -0.122  N5 1.020
14 H -0.327 -3.125 -1.031  N5 1.019
15 H 0.648 -1.138 -1.390  C6 1.089
16 H 0.938 2.834 0.933  C7 1.087
17 H -0.892 2.635 0.728  C7 1.083

# 2
Entry from OMol25: 2 unconnected molecules or ions with the total composition C7H14BNO2 (ωB97M-V with the def2-TZVPD basis set).

Summary:
**E_LUMO**: 0.1441 eV
**Net charge**: 0
**Relative energy (zero: lowest compared OMol25 entry of this formula, charge and spin)**: 3.8834 eV

Each atom is followed by the atoms it is bonded to, with distances in Å.
Cartesian coordinates (Å):
1 B 1.459 -0.018 1.394  C2 1.414, C5 1.595, O10 1.687
2 C 2.361 0.354 0.372  B1 1.414, N9 1.250
3 C -1.157 1.519 -1.490  C8 1.364, H13 1.063, H14 1.069
4 C -1.213 -0.214 -3.438  C8 1.544, H15 1.047, H16 1.107, H17 0.995
5 C 1.024 -1.470 1.892  B1 1.595, C6 1.539, H18 1.066, H19 1.097
6 C -0.507 -1.337 1.987  C5 1.539, C7 1.532, H20 1.056, H21 1.101
7 C -0.902 0.106 2.315  C6 1.532, O10 1.477, H22 1.103, H23 1.100
8 C -0.656 0.437 -2.153  C3 1.364, C4 1.544, O11 1.360
9 N 3.432 0.750 -0.138  C2 1.250, H12 1.042
10 O 0.126 0.971 1.701  B1 1.687, C7 1.477, H24 0.874
11 O 0.473 -0.232 -1.796  C8 1.360, H25 0.985
12 H 3.642 0.910 -1.145  N9 1.042
13 H -2.047 2.012 -1.797  C3 1.063
14 H -0.715 1.886 -0.588  C3 1.069
15 H -1.539 0.474 -4.156  C4 1.047
16 H -2.115 -0.807 -3.194  C4 1.107
17 H -0.627 -0.859 -3.918  C4 0.995
18 H 1.381 -2.310 1.343  C5 1.066
19 H 1.238 -1.632 2.956  C5 1.097
20 H -1.021 -2.044 2.580  C6 1.056
21 H -0.709 -1.376 0.905  C6 1.101
22 H -1.822 0.502 1.853  C7 1.103
23 H -0.896 0.407 3.373  C7 1.100
24 H 0.129 1.758 2.080  O10 0.874
25 H 0.664 0.215 -0.938  O11 0.985

# 3
Entry from OMol25: 8 unconnected molecules or ions with the total composition C23H54Cl7N2O10 (ωB97M-V with the def2-TZVPD basis set).

Summary:
**E_LUMO (alpha / beta)**: -0.1624 / -0.1653 eV
**Net charge**: 0
**⟨S²⟩**: 0.750
**2S+1**: 2

Each atom is followed by the atoms it is bonded to, with distances in Å.
Cartesian coordinates (Å):
1 C 18.832 12.753 -10.678  O2 1.449, H12 1.090, H13 1.090, H14 1.090
2 O 18.115 12.861 -11.933  C1 1.449, C3 1.379
3 C 16.836 13.373 -11.869  O2 1.379, C4 1.567, H15 1.090, H16 1.090
4 C 16.207 13.469 -13.300  C3 1.567, N5 1.544, H17 1.090, H18 1.090
5 N 16.398 12.165 -14.107  C4 1.544, H6 1.010, H7 1.010, C8 1.497
6 H 17.366 11.897 -14.005  N5 1.010
7 H 15.862 11.362 -13.811  N5 1.010
8 C 16.147 12.254 -15.580  N5 1.497, C9 1.524, H19 1.090, H20 1.090
9 C 16.795 11.038 -16.231  C8 1.524, O10 1.473, H21 1.090, H22 1.090
10 O 18.124 10.890 -15.614  C9 1.473, C11 1.411
11 C 19.065 10.442 -16.566  O10 1.411, H23 1.090, H24 1.090, H25 1.090
12 H 18.196 12.448 -9.847  C1 1.090
13 H 19.364 13.650 -10.360  C1 1.090
14 H 19.574 11.981 -10.886  C1 1.090
15 H 16.807 14.366 -11.420  C3 1.090
16 H 16.112 12.817 -11.273  C3 1.090
17 H 16.696 14.211 -13.931  C4 1.090
18 H 15.147 13.653 -13.126  C4 1.090
19 H 16.635 13.204 -15.797  C8 1.090
20 H 15.073 12.270 -15.765  C8 1.090
21 H 16.744 11.123 -17.316  C9 1.090
22 H 16.287 10.081 -16.109  C9 1.090
23 H 20.061 10.492 -16.127  C11 1.090
24 H 19.161 11.141 -17.396  C11 1.090
25 H 19.015 9.399 -16.880  C11 1.090
26 C 18.464 15.405 -26.070  O27 1.375, H37 1.090, H38 1.090, H39 1.090
27 O 19.452 15.028 -25.190  C26 1.375, C28 1.410
28 C 19.926 13.707 -25.320  O27 1.410, C29 1.568, H40 1.090, H41 1.090
29 C 20.923 13.251 -24.199  C28 1.568, N30 1.514, H42 1.090, H43 1.090
30 N 20.392 13.717 -22.860  C29 1.514, H31 1.010, H32 1.010, C33 1.560
31 H 20.110 14.686 -22.821  N30 1.010
32 H 19.497 13.251 -22.814  N30 1.010
33 C 21.185 13.406 -21.553  N30 1.560, C34 1.515, H44 1.090, H45 1.090
34 C 22.318 14.393 -21.356  C33 1.515, O35 1.382, H46 1.090, H47 1.090
35 O 22.124 15.576 -22.043  C34 1.382, C36 1.411
36 C 21.235 16.478 -21.422  O35 1.411, H48 1.090, H49 1.090, H50 1.090
37 H 17.519 15.223 -25.558  C26 1.090
38 H 18.736 15.007 -27.048  C26 1.090
39 H 18.638 16.472 -26.203  C26 1.090
40 H 20.365 13.749 -26.317  C28 1.090
41 H 19.010 13.116 -25.305  C28 1.090
42 H 21.894 13.715 -24.372  C29 1.090
43 H 20.927 12.161 -24.200  C29 1.090
44 H 21.511 12.375 -21.696  C33 1.090
45 H 20.467 13.404 -20.733  C33 1.090
46 H 23.189 13.918 -21.809  C34 1.090
47 H 22.569 14.407 -20.296  C34 1.090
48 H 21.315 16.380 -20.339  C36 1.090
49 H 20.169 16.327 -21.595  C36 1.090
50 H 21.419 17.525 -21.665  C36 1.090
51 Cl 17.912 13.992 -19.485  O52 1.405, O53 1.418, O54 1.457, O55 1.467
52 O 17.977 13.224 -20.660  Cl51 1.405
53 O 18.946 13.426 -18.698  Cl51 1.418
54 O 18.311 15.343 -19.856  Cl51 1.457
55 O 16.681 13.744 -18.726  Cl51 1.467
56 C 18.999 21.154 -18.998  C57 1.484, C60 1.520, H61 1.090, H62 1.090
57 C 18.457 19.784 -18.813  C56 1.484, C58 1.510, H63 1.090, H64 1.090
58 C 19.608 18.818 -18.668  C57 1.510, O59 1.385, H65 1.090, H66 1.090
59 O 20.642 19.441 -19.348  C58 1.385, C60 1.448
60 C 20.487 20.854 -19.074  C56 1.520, O59 1.448, H67 1.090, H68 1.090
61 H 18.503 21.740 -18.225  C56 1.090
62 H 18.795 21.673 -19.935  C56 1.090
63 H 17.827 19.499 -19.656  C57 1.090
64 H 17.737 19.702 -17.999  C57 1.090
65 H 19.332 17.838 -19.056  C58 1.090
66 H 19.988 18.587 -17.673  C58 1.090
67 H 21.023 21.494 -19.774  C60 1.090
68 H 21.049 21.003 -18.152  C60 1.090
69 C 20.310 15.573 -15.860  C70 1.508, C73 1.522, H74 1.090, H75 1.090
70 C 20.345 16.577 -14.735  C69 1.508, C71 1.532, H76 1.090, H77 1.090
71 C 19.028 16.286 -14.010  C70 1.532, O72 1.463, H78 1.090, H79 1.090
72 O 18.098 15.899 -15.071  C71 1.463, C73 1.463
73 C 18.843 15.424 -16.237  C69 1.522, O72 1.463, H80 1.090, H81 1.090
74 H 20.619 14.569 -15.568  C69 1.090
75 H 20.826 15.838 -16.782  C69 1.090
76 H 20.438 17.601 -15.098  C70 1.090
77 H 21.211 16.358 -14.110  C70 1.090
78 H 18.536 17.186 -13.642  C71 1.090
79 H 19.200 15.533 -13.240  C71 1.090
80 H 18.640 16.002 -17.138  C73 1.090
81 H 18.538 14.386 -16.370  C73 1.090
82 C 17.124 10.230 -22.251  Cl83 1.770, Cl84 1.788, H85 1.090, H86 1.090
83 Cl 15.947 11.190 -23.160  C82 1.770
84 Cl 18.689 10.245 -23.116  C82 1.788
85 H 17.212 10.494 -21.197  C82 1.090
86 H 16.835 9.182 -22.176  C82 1.090
87 C 14.951 16.603 -17.058  Cl88 1.809, Cl89 1.779, H90 1.090, H91 1.090
88 Cl 14.983 16.581 -15.250  C87 1.809
89 Cl 15.072 18.318 -17.512  C87 1.779
90 H 15.802 16.043 -17.448  C87 1.090
91 H 14.086 16.094 -17.485  C87 1.090
92 C 14.666 11.360 -20.068  Cl93 1.781, Cl94 1.720, H95 1.090, H96 1.090
93 Cl 13.976 11.338 -18.425  C92 1.781
94 Cl 13.473 10.692 -21.111  C92 1.720
95 H 14.901 12.360 -20.431  C92 1.090
96 H 15.542 10.720 -19.969  C92 1.090

# 4
Entry from OMol25: C2H8N2P2 in the gas phase (ωB97M-V with the def2-TZVPD basis set).

Summary:
**E_LUMO**: 0.6541 eV
**Net charge**: 0
**Structure (SMILES)**: C/C=N\P[PH2]=N
**Relative energy (zero: lowest compared OMol25 entry of this formula, charge and spin)**: 1.7328 eV

Each atom is followed by the atoms it is bonded to, with distances in Å.
Cartesian coordinates (Å):
1 C -0.692 -0.980 1.500  C2 1.601, H7 1.064, H8 1.136, H9 1.076
2 C 0.199 0.314 1.191  C1 1.601, N3 1.279, H10 1.058
3 N 1.310 0.395 0.562  C2 1.279, P5 1.622
4 N -1.004 0.880 -0.578  P6 1.593, H11 1.011
5 P 1.733 -0.675 -0.579  N3 1.622, P6 2.273, H12 1.591
6 P -0.066 0.190 -1.665  N4 1.593, P5 2.273, H13 1.416, H14 1.428
7 H -1.364 -1.111 0.686  C1 1.064
8 H -0.010 -1.888 1.506  C1 1.136
9 H -1.184 -0.759 2.431  C1 1.076
10 H -0.075 1.191 1.715  C2 1.058
11 H -0.771 1.837 -0.347  N4 1.011
12 H 2.435 0.484 -1.414  P5 1.591
13 H 0.369 0.959 -2.772  P6 1.416
14 H -0.879 -0.836 -2.236  P6 1.428

# 5
Entry from OMol25: C2H2N2O in the gas phase (ωB97M-V with the def2-TZVPD basis set).

Summary:
**E_LUMO**: 0.9369 eV
**Net charge**: 0
**Structure (SMILES)**: c1conn1
**Relative energy (zero: lowest compared OMol25 entry of this formula, charge and spin)**: 1.9916 eV

Each atom is followed by the atoms it is bonded to, with distances in Å.
Cartesian coordinates (Å):
1 C 0.164 1.130 -0.007  C2 1.350, H3 1.108, N6 1.388
2 C -0.988 0.427 -0.021  C1 1.350, H4 1.079, O7 1.295
3 H 0.346 2.223 0.027  C1 1.108
4 H -2.017 0.749 0.028  C2 1.079
5 N 0.657 -0.954 -0.019  N6 1.229, O7 1.427
6 N 1.162 0.166 0.015  C1 1.388, N5 1.229
7 O -0.765 -0.849 0.018  C2 1.295, N5 1.427

# 6
Entry from OMol25: C6H10O in the gas phase (ωB97M-V with the def2-TZVPD basis set).

Summary:
**E_LUMO**: 0.9773 eV
**Net charge**: 0
**Relative energy (zero: lowest compared OMol25 entry of this formula, charge and spin)**: 5.7741 eV

Each atom is followed by the atoms it is bonded to, with distances in Å.
Cartesian coordinates (Å):
1 C -2.382 0.701 0.344  C2 1.507, H8 1.098, H9 1.097, H10 1.108
2 C -1.183 -0.173 0.608  C1 1.507, O7 1.572, H11 1.103
3 C 0.302 -1.460 -0.271  C4 1.500, O7 1.735, H12 1.089, H13 1.087
4 C 1.755 -1.159 -0.049  C3 1.500, C5 1.327, H14 1.087
5 C 2.104 0.115 0.077  C4 1.327, C6 1.507, H15 1.086
6 C 0.954 1.063 -0.151  C5 1.507, O7 1.422, H16 1.099, H17 1.097
7 O -0.128 0.206 -0.494  C2 1.572, C3 1.735, C6 1.422
8 H -3.074 0.616 1.193  C1 1.098
9 H -2.931 0.394 -0.555  C1 1.097
10 H -2.131 1.773 0.228  C1 1.108
11 H -0.680 0.145 1.536  C2 1.103
12 H 0.022 -1.787 -1.271  C3 1.089
13 H -0.064 -2.166 0.469  C3 1.087
14 H 2.439 -1.992 0.088  C4 1.087
15 H 3.105 0.470 0.303  C5 1.086
16 H 0.701 1.661 0.735  C6 1.099
17 H 1.145 1.732 -0.999  C6 1.097

Number 1: largest force on an atom 2.07 eV/Å. Number 2: largest force on an atom 7.45 eV/Å. Number 3: largest force on an atom 4.20 eV/Å. Number 4: largest force on an atom 3.27 eV/Å. Number 5: largest force on an atom 2.17 eV/Å. Number 6: largest force on an atom 0.43 eV/Å.